Molecular formula: C22H35BeBrClCs2F3IN3O13PS2
Method: DFT, ωB97M-V/def2-TZVPD

## Properties
calculated total energy: -6825.0359 a.u.
frontier orbital gap: 1.353 eV
LUMO energy: -3.65 eV
ΔE to the lowest compared entry with this formula, charge and spin: 0.000 eV
charge: -1

```
85
Properties=species:S:1:pos:R:3:lowdin_charge:R:1
C -4.03821 0.92497 2.99578 -0.2189
C -4.10483 1.51780 1.50949 -0.3123
C -3.33855 0.56559 0.36771 -0.5440
C -4.24782 -0.71206 0.04022 -0.1802
C -3.75118 -2.14081 0.54276 -0.1969
C -2.41742 -2.22337 1.42255 -0.2021
C -1.12615 -2.74791 0.54576 -0.1725
C -0.91839 -1.95445 -0.85305 -0.1678
C 0.53082 -1.22911 -1.03205 -0.1694
C 0.52595 0.35729 -0.67075 -0.2836
N 1.96375 0.82022 -0.67761 -0.0477
C 2.76129 0.50559 0.51819 -0.4016
I 1.93534 -0.63772 2.22674 0.8366
C 4.27894 0.93800 0.65532 -0.1778
P 5.23706 0.47548 2.20595 0.2836
O 4.43807 1.25941 3.52892 -0.3254
O 5.28270 -1.24459 2.43283 -0.3289
S 7.07525 1.06864 2.25416 0.3324
C 4.88567 1.73890 -0.52890 -0.0385
F 6.21307 2.19204 -0.55744 0.0314
C 4.00933 2.02600 -1.76940 0.0005
F 4.54758 2.72259 -2.87461 0.0550
C 2.51567 1.53764 -1.83014 0.0561
C 1.74208 1.89165 -3.21293 -0.1072
O 1.58460 3.34539 -3.35575 -0.2012
C 0.29984 3.81002 -2.87528 -0.1270
H -5.06184 0.46072 3.24702 0.0839
H -3.93026 1.83164 3.71255 0.0760
H -3.15831 0.25305 3.21573 -0.1556
H -3.65455 2.59108 1.40357 -0.0464
H -5.19782 1.58084 1.13296 0.0929
H -2.21608 0.36936 0.61133 -0.0607
H -3.34020 1.24254 -0.60902 -0.1024
H -5.29767 -0.51919 0.48708 0.1218
H -4.40595 -0.76541 -1.10080 0.1135
H -3.64968 -2.83913 -0.37730 0.1159
H -4.60512 -2.61045 1.16857 0.1119
H -2.57607 -3.04935 2.22024 0.1038
H -2.12605 -1.28582 1.99538 -0.0464
H -1.23412 -3.86788 0.27194 0.1009
H -0.14014 -2.66825 1.12785 0.0576
H -1.72057 -1.16870 -1.08024 0.0979
H -0.98221 -2.73190 -1.71011 0.1197
H 0.80568 -1.27908 -2.15781 0.1250
H 1.38913 -1.79552 -0.50127 0.0954
H -0.11845 0.85819 -1.50061 0.0365
H -0.02132 0.58835 0.34498 0.0144
H 4.50400 0.62757 4.28779 0.0280
H 4.74512 -1.66636 1.70795 0.0481
H 2.47071 1.58057 -4.06043 0.1470
H 0.78593 1.29401 -3.38910 0.1203
H -0.29370 2.97304 -2.36445 -0.0268
H 0.52702 4.63522 -2.09180 0.1116
H -0.31815 4.34981 -3.69272 0.1040
F -5.93016 3.25840 0.27536 -0.7334
C -1.57960 -7.79337 1.82301 -0.1364
C -1.01665 -6.63431 2.58793 -0.1289
O -1.82922 -5.54734 2.16907 0.0359
C -3.00923 -6.07346 1.73753 -0.5385
O -3.98070 -5.42607 1.47176 0.1599
O -2.94145 -7.43098 1.64825 0.0641
H -1.49521 -8.73429 2.36913 0.1340
H -1.11591 -7.91072 0.83908 0.1352
H -1.12033 -6.75673 3.67018 0.1359
H 0.03233 -6.44869 2.35126 0.1373
Be 2.44021 -1.26085 4.76305 0.2992
C -0.28119 3.43751 -7.13589 -0.0585
C -0.86047 2.41781 -6.20130 -0.2406
N -1.31591 1.61267 -5.46433 0.1234
H 0.51168 2.98465 -7.73333 0.0836
H -1.05905 3.81423 -7.80209 0.0786
H 0.13389 4.27014 -6.56529 0.0744
N 4.57774 -0.99517 -3.80177 -0.6433
O 3.77767 -1.09182 -2.84581 -0.1049
O 5.64002 -1.63603 -3.78974 -0.0507
O 4.30511 -0.25138 -4.76564 -0.0803
Br -1.17677 0.45412 3.21163 -0.0022
Cs -1.82905 2.33944 -0.31113 1.4276
Cl -6.36900 5.17834 1.44080 -0.4724
O 5.05725 4.90564 2.77468 -0.2061
S 4.53906 5.01392 4.14774 0.2546
O 4.68607 6.40091 4.61584 -0.2042
O 5.29507 4.10918 5.02742 -0.1963
O 3.11534 4.63964 4.17042 -0.1977
Cs -4.26533 5.35847 2.01441 0.8705
```

Molecular formula: C21H22Cl5N9O5PRe
Method: DFT, ωB97M-V/def2-TZVPD

## Properties
calculated total energy: -4402.9279 a.u.
frontier orbital gap (spin up / spin down): 5.168 / 5.148 eV
LUMO energy (spin up / spin down): 0.27 / 0.49 eV
multiplicity: 2
ΔE to the lowest compared entry with this formula, charge and spin: 3.743 eV
charge: -1

```
64
Properties=species:S:1:pos:R:3:mulliken_spin:R:1
Re 0.11388 0.26815 -0.05596 0.8844
N -2.73768 0.62446 1.86800 0.0109
C -1.65366 0.01794 2.47800 0.0001
N -1.67008 -0.47933 3.70301 -0.0020
N -0.44955 -1.01794 3.86024 0.0017
N 0.25274 -0.88569 2.80003 -0.0010
N -0.46786 -0.18638 1.89723 0.0036
C -2.95914 0.47399 0.51156 0.0158
N -4.15117 0.45415 -0.05597 -0.0061
N -3.88791 0.29256 -1.36736 0.0226
N -2.63255 0.21217 -1.58136 0.0000
N -1.98544 0.33634 -0.39610 0.0048
H -3.57893 0.58851 2.42262 -0.0013
Cl -0.46006 3.17230 2.53027 0.0020
C -0.26071 3.49158 0.84694 0.0508
C -0.03754 2.43015 -0.02931 0.0576
C 0.08303 2.78806 -1.35358 -0.0616
Cl 0.34233 1.34114 -2.35473 0.0050
C 0.01902 4.06004 -1.88368 -0.0136
Cl 0.20388 4.33823 -3.57046 -0.0009
C -0.18927 5.09095 -0.97455 0.0214
Cl -0.27574 6.71581 -1.54121 0.0028
C -0.33412 4.80413 0.38655 -0.0082
Cl -0.60830 6.10182 1.48346 -0.0016
C 1.31941 -3.52541 1.01532 0.0017
O 0.88552 -3.24113 -0.32149 0.0021
P -0.23397 -2.10152 -0.59206 0.0075
O -1.53575 -2.60169 0.18198 0.0043
C -2.16528 -3.85016 -0.10695 -0.0018
O -0.65351 -2.52910 -2.08393 -0.0024
C 0.23603 -2.41123 -3.18347 -0.0012
H 1.94069 -4.41602 0.94470 0.0003
H 0.46292 -3.70711 1.66337 -0.0001
H 1.89441 -2.69854 1.43022 -0.0010
H -2.81283 -4.07128 0.73950 0.0001
H -1.42277 -4.64222 -0.22193 -0.0002
H -2.75531 -3.76259 -1.01865 0.0001
H -0.37088 -2.47442 -4.08377 -0.0001
H 0.96442 -3.22313 -3.16643 -0.0001
H 0.76780 -1.45929 -3.17134 0.0020
O 2.38588 1.02001 1.61715 0.0128
O 2.50971 2.28923 1.31985 0.0443
C 3.81390 1.40923 -1.16091 0.0070
C 3.47971 0.08958 -0.44806 -0.0169
C 3.14590 -0.94355 -1.53762 0.0141
C 2.21792 0.13040 0.45504 -0.0544
C 4.71492 -0.34575 0.34527 0.0012
C 5.16877 0.39264 1.43987 0.0045
C 6.30651 0.02187 2.13667 -0.0001
C 7.03620 -1.09502 1.76133 -0.0004
C 6.60603 -1.83579 0.67539 0.0000
C 5.46348 -1.46440 -0.01820 0.0004
H 2.94502 1.79377 -1.68934 -0.0024
H 4.61105 1.22870 -1.88617 0.0004
H 4.15021 2.17324 -0.46486 -0.0002
H 2.28349 -0.57993 -2.08779 -0.0066
H 2.90469 -1.92700 -1.12852 0.0011
H 3.95994 -1.05156 -2.25525 -0.0005
H 2.23986 -0.82482 1.00422 -0.0015
H 4.63527 1.27468 1.75746 -0.0011
H 6.61990 0.61615 2.98456 0.0000
H 7.92604 -1.38029 2.30684 0.0000
H 7.15353 -2.71533 0.36209 0.0000
H 5.15402 -2.08417 -0.84626 -0.0003
```

Molecular formula: C3H3ClIN
Method: DFT, ωB97M-V/def2-TZVPD

## Properties
calculated total energy: -928.6923 a.u.
SMILES string: N#C[C@@H](Cl)CI
frontier orbital gap: 10.055 eV
LUMO energy: -0.11 eV
ΔE to the lowest compared entry with this formula, charge and spin: 1.107 eV
charge: 0

```
9
Properties=species:S:1:pos:R:3:lowdin_charge:R:1
N 2.14971 1.70374 0.84361 0.0764
C 1.28050 1.21187 0.30432 -0.1993
C -0.10383 0.31023 -0.58522 -0.7415
Cl 0.59353 -0.14668 -2.13305 0.6350
C -0.56462 -0.88113 0.18617 -0.7278
I -1.38443 -0.34144 2.09786 0.7865
H -0.83521 1.10723 -0.70350 0.0709
H -1.36882 -1.36507 -0.36629 0.0481
H 0.23317 -1.59875 0.35610 0.0517
```

Molecular formula: C29H50ClN2O2
Method: DFT, ωB97M-V/def2-TZVPD

## Properties
calculated total energy: -1854.8408 a.u.
SMILES string: CCCCCCCCCCCCCCCCCCN1CC[N@H+](OC(=O)c2ccccc2)C[C@@H]1Cl
frontier orbital gap: 8.921 eV
LUMO energy: -2.82 eV
charge: +1

```
84
Properties=species:S:1:pos:R:3:lowdin_charge:R:1
C -3.18087 -5.46798 -7.55810 -0.0987
C -2.12281 -6.38249 -6.88883 -0.2456
C -0.77707 -5.67083 -6.68221 -0.2104
C -0.61089 -5.07738 -5.25619 -0.2078
C 0.67465 -5.57519 -4.60132 -0.2221
C 0.79549 -5.15094 -3.12690 -0.2250
C 1.14087 -3.67445 -2.98229 -0.1983
C 1.69887 -3.24588 -1.59433 -0.1941
C 1.53245 -4.25384 -0.45169 -0.2063
C 1.48670 -3.51492 0.91328 -0.2121
C 0.04362 -3.43609 1.42220 -0.2129
C -0.12722 -2.55372 2.66258 -0.2038
C -1.33093 -1.60687 2.54898 -0.2005
C -1.19431 -0.31360 3.37483 -0.1958
C -0.93217 0.92756 2.51887 -0.2051
C 0.22014 0.73670 1.51399 -0.1742
C 1.21301 1.90176 1.47684 -0.1866
C 0.91475 2.87549 0.34072 -0.1455
N 1.70784 4.12878 0.27019 -0.1602
C 0.94373 5.36037 0.44058 -0.1410
C 1.20296 6.07509 1.77534 -0.0505
N 1.54680 5.01036 2.75347 -0.0708
O 1.48546 5.43956 4.10197 0.0731
C 0.27564 4.98604 4.72490 -0.3811
O 0.36697 4.26735 5.63145 0.2625
C -1.00707 5.45517 4.15340 -0.1645
C -1.59189 6.66904 4.51329 -0.0021
C -2.80095 7.03601 3.92881 -0.0410
C -3.42425 6.20335 2.99918 -0.0474
C -2.85352 4.98251 2.64546 -0.0436
C -1.64349 4.61167 3.23142 -0.0324
C 2.90928 4.51774 2.45366 -0.0765
C 2.95634 4.11742 0.95332 -0.5914
Cl 4.03651 5.35426 0.13979 0.6694
H -2.80317 -4.45641 -7.66286 0.0607
H -4.09074 -5.41846 -6.96950 0.0610
H -3.42518 -5.84108 -8.54591 0.0633
H -1.94132 -7.23449 -7.53631 0.0944
H -2.51363 -6.73974 -5.94243 0.0930
H 0.02962 -6.38068 -6.84191 0.0971
H -0.65229 -4.85791 -7.39123 0.0997
H -0.53969 -3.99256 -5.31666 0.1022
H -1.46705 -5.34112 -4.64166 0.1051
H 0.63642 -6.66332 -4.59679 0.1112
H 1.54927 -5.22725 -5.14588 0.1135
H -0.18493 -5.31873 -2.68414 0.1078
H 1.53793 -5.78797 -2.65663 0.1098
H 1.91529 -3.45810 -3.71826 0.1044
H 0.29758 -3.03507 -3.22712 0.1018
H 1.24025 -2.30204 -1.30155 0.0915
H 2.76084 -3.04452 -1.70982 0.1059
H 0.61248 -4.81926 -0.53630 0.0968
H 2.39606 -4.90813 -0.41472 0.1081
H 2.11862 -4.00788 1.64720 0.1100
H 1.83886 -2.48912 0.79664 0.0928
H -0.26655 -4.46051 1.62024 0.1141
H -0.57346 -3.10091 0.58869 0.1079
H -0.30609 -3.19977 3.51907 0.1137
H 0.78985 -2.00220 2.85929 0.0936
H -2.21637 -2.14115 2.88354 0.1126
H -1.49963 -1.35942 1.50290 0.0996
H -0.38900 -0.41756 4.09877 0.1135
H -2.12004 -0.14984 3.92004 0.1074
H -0.68517 1.73241 3.21363 0.0789
H -1.84800 1.20195 1.99722 0.1137
H -0.14170 0.49453 0.51869 0.1218
H 0.78413 -0.13076 1.83958 0.0963
H 2.20411 1.47919 1.31744 0.1155
H 1.24228 2.35767 2.47041 0.0947
H -0.14286 3.12783 0.39253 0.1179
H 1.02684 2.33568 -0.59625 0.1315
H 1.21974 6.06178 -0.34385 0.1218
H -0.12136 5.19175 0.33131 0.1219
H 0.33933 6.63715 2.10646 0.1352
H 2.03070 6.76991 1.70544 0.1301
H 0.84853 4.26768 2.63341 0.1436
H -1.10156 7.29781 5.24025 0.1287
H -3.24521 7.97578 4.21195 0.1146
H -4.35156 6.48867 2.52813 0.1133
H -3.31273 4.31657 1.93365 0.1125
H -1.20172 3.65508 2.97174 0.0837
H 3.08392 3.64934 3.07821 0.1434
H 3.59352 5.32309 2.67594 0.1223
H 3.49022 3.19003 0.83074 0.1081
```

Molecular formula: C4H8NO3
Method: DFT, ωB97M-V/def2-TZVPD

## Properties
calculated total energy: -437.4745 a.u.
frontier orbital gap: 5.928 eV
LUMO energy: 1.09 eV
ΔE to the lowest compared entry with this formula, charge and spin: 9.006 eV
charge: -1

```
16
Properties=species:S:1:pos:R:3:lowdin_charge:R:1
O -2.44954 1.12987 1.25061 -0.0654
C -1.80416 0.67172 0.19309 -0.6079
O -2.19048 0.84672 -0.97787 -0.0066
C -0.77124 -0.45193 0.50460 -0.2335
C 0.63529 0.29274 0.24064 -0.4542
C 0.62771 1.19818 -1.01418 -0.0295
O 1.33022 0.89550 1.32145 -0.1680
N -0.73062 -1.56973 -0.41682 0.1861
H 1.95820 -1.77600 0.99244 0.0749
H 1.23965 -0.53572 0.03325 -0.0264
H 1.56936 1.54614 -1.29397 0.0632
H -0.10095 1.92363 -0.86218 0.0549
H 0.24874 0.78276 -1.82047 0.0191
H -1.16757 -0.62485 1.49658 0.1258
H -0.81560 -2.40240 0.04759 -0.0136
H 2.42100 -1.92662 0.30524 0.0811
```